Formula: C20H19N3O8
Source: OMol25
Level of theory: the ωB97M-V functional and the def2-TZVPD basis

```
50
Properties=species:S:1:pos:R:3:forces:R:3
C 2.93470 -0.10957 -2.65209 -0.05 0.25 -0.16
O 3.06333 -1.29520 -1.90246 -0.03 -0.34 0.26
C 2.03279 -1.68981 -1.13065 -0.03 -0.18 0.12
C 0.79238 -1.07961 -1.08978 0.16 -0.18 -0.14
C -0.21723 -1.51804 -0.23440 0.14 -0.71 0.30
C -1.50966 -0.84511 -0.21384 -0.32 0.69 -0.02
C -1.71118 0.46932 -0.04604 0.06 -0.69 -0.21
N -0.74465 1.46278 0.09307 -0.18 0.45 -0.13
C 0.45325 1.38686 0.75087 -0.08 -0.09 0.09
O 0.84922 0.38572 1.31227 -0.01 0.19 0.21
C 1.24657 2.64625 0.70449 0.30 0.21 0.02
C 1.14709 3.55923 -0.34246 -0.03 -0.11 0.10
C 1.93966 4.69297 -0.34766 0.04 0.13 -0.04
C 2.82998 4.92797 0.68764 0.00 0.03 -0.06
C 2.94102 4.01732 1.72591 0.01 0.00 0.03
C 2.15915 2.87787 1.73019 -0.12 -0.11 -0.04
C -3.08787 1.06154 -0.05820 0.16 -0.14 0.10
O -3.28098 2.19126 -0.47721 0.03 0.17 -0.07
N -4.04782 0.28370 0.47498 -0.20 -0.19 0.24
C -5.43412 0.65812 0.44534 -0.04 0.11 -0.11
C -6.28348 -0.26445 -0.41164 -0.31 0.11 0.04
O -7.47597 -0.19080 -0.50896 -0.08 0.12 0.08
O -5.55134 -1.18228 -1.04905 0.49 -0.41 -0.27
C 0.04533 -2.62727 0.57431 0.93 0.77 -1.15
N -0.90608 -3.10644 1.51537 -0.56 -0.47 0.56
O -0.64270 -4.12723 2.12423 0.00 -0.10 0.12
O -1.94827 -2.48821 1.67255 -0.13 -0.01 0.17
C 1.28642 -3.27206 0.52730 0.09 -0.06 0.06
C 2.28310 -2.82374 -0.30849 -0.17 0.21 -0.10
O 3.51673 -3.36619 -0.41973 -0.09 0.25 -0.16
C 3.83742 -4.46253 0.40581 0.05 -0.17 0.12
H 3.90210 0.04116 -3.12797 -0.09 0.03 0.02
H 2.70838 0.74620 -2.00815 0.00 -0.03 -0.01
H 2.16347 -0.20261 -3.42321 0.02 0.00 0.05
H 0.58289 -0.23017 -1.71948 0.02 0.10 -0.07
H -2.37412 -1.48151 -0.33498 -0.05 0.13 0.00
H -1.13034 2.38263 -0.10274 0.17 -0.12 0.03
H 0.47196 3.38002 -1.16710 -0.06 -0.02 -0.06
H 1.86286 5.39607 -1.16376 0.00 0.05 -0.06
H 3.44115 5.81812 0.68062 0.05 0.07 0.00
H 3.63961 4.19503 2.52960 0.05 0.01 0.07
H 2.23636 2.14973 2.52340 0.02 -0.07 0.06
H -3.80103 -0.61617 0.85945 0.11 0.14 -0.03
H -5.49200 1.66868 0.02387 -0.08 -0.20 0.10
H -5.86656 0.68222 1.45138 0.01 0.00 -0.18
H -6.12027 -1.75180 -1.59091 -0.16 0.23 0.17
H 1.43340 -4.11080 1.18859 0.07 -0.02 -0.03
H 4.86735 -4.71852 0.16413 -0.08 -0.02 0.05
H 3.76656 -4.19898 1.46524 -0.01 -0.01 -0.03
H 3.19144 -5.32165 0.20033 0.01 0.03 0.01
```
Forces are in eV/Å.

Values from the calculation:
- ΔE to the lowest compared entry with this formula, charge and spin (kcal per mole) = 0.00
- spin multiplicity = 1
- HOMO level (eV) = -8.346
- electronic energy (eV) = -41896.307

Need the Löwdin charges? In units of e they are: -0.06 -0.04 -0.17 0.04 -0.14 0.03 -0.13 0.15 -0.41 0.11 -0.14 -0.04 -0.08 -0.08 -0.07 -0.01 -0.42 0.07 0.08 -0.06 -0.51 0.11 0.11 -0.11 -0.33 0.08 0.06 0.08 -0.18 -0.05 -0.07 0.10 0.10 0.10 0.12 0.12 0.13 0.11 0.10 0.10 0.11 0.12 0.14 0.14 0.14 0.14 0.12 0.10 0.10 0.10